Entry 1:
Formula: C3H5N3O
Source: the Open Molecules 2025 dataset
Level of theory: ωB97M-V/def2-TZVPD

Results
HOMO ... -8.7 eV
Energy relative to the best compared isomer or geometry (same formula, charge and spin) ... 93.6 kcal per mole
Strongest force on any atom ... 0.0470 Eh/bohr
Frontier orbital gap ... 9.4 eV

Cartesian coordinates (Å):
N -1.43 -0.32 -1.11
C -0.51 0.00 -0.15
C 0.58 -0.82 0.33
N 1.67 0.08 0.46
C 1.11 1.29 0.83
O -0.31 -0.65 1.38
N -0.09 1.31 0.14
H -2.11 0.34 -1.46
H -1.36 -1.18 -1.62
H 0.72 -1.85 0.01
H 2.47 -0.26 0.97
H -0.75 2.06 0.22

Entry 2:
Formula: C3H5N3O
Source: the Open Molecules 2025 dataset
Level of theory: ωB97M-V/def2-TZVPD

Results
HOMO ... -9.3 eV
Energy relative to the best compared isomer or geometry (same formula, charge and spin) ... 75.4 kcal per mole
Strongest force on any atom ... 0.0946 Eh/bohr
Structure (SMILES) ... [H]/N=C1/NCC=NO1
Frontier orbital gap ... 10.0 eV

Cartesian coordinates (Å):
H 2.89 -1.09 0.18
N 2.45 -0.16 0.02
C 1.20 -0.24 -0.09
N 0.33 0.81 -0.36
C -0.94 0.73 0.27
C -1.49 -0.57 -0.10
N -0.76 -1.60 -0.21
O 0.57 -1.47 0.10
H 0.87 1.74 -0.71
H -1.62 1.52 -0.11
H -0.94 0.99 1.37
H -2.57 -0.66 -0.36

Entry 3:
Formula: C3H5N3O
Source: the Open Molecules 2025 dataset
Level of theory: ωB97M-V/def2-TZVPD

Results
HOMO ... -9.5 eV
Energy relative to the best compared isomer or geometry (same formula, charge and spin) ... 104.7 kcal per mole
Strongest force on any atom ... 0.0240 Eh/bohr
Frontier orbital gap ... 8.1 eV

Cartesian coordinates (Å):
O -2.75 0.82 -0.08
C -1.70 -0.04 0.19
C -0.17 0.33 -0.03
N 0.45 1.31 -0.55
N 2.37 0.42 -0.32
C 1.84 -0.62 0.26
N 0.55 -0.76 0.46
H -2.87 0.90 -1.03
H -1.77 -1.00 -0.35
H -1.74 -0.28 1.26
H 3.40 0.39 -0.43
H 2.41 -1.47 0.62

Entry 4:
Formula: C3H5N3O
Source: the Open Molecules 2025 dataset
Level of theory: ωB97M-V/def2-TZVPD

Results
HOMO ... -8.6 eV
Energy relative to the best compared isomer or geometry (same formula, charge and spin) ... 90.5 kcal per mole
Strongest force on any atom ... 0.0141 Eh/bohr
Frontier orbital gap ... 9.1 eV

Cartesian coordinates (Å):
O -2.41 0.44 0.36
C -1.40 -0.48 0.22
C 0.02 1.09 -0.66
N 1.25 1.05 -1.15
N 1.95 0.16 -0.37
C 1.20 -0.38 0.58
N -0.03 0.17 0.41
H -2.20 1.16 -0.27
H -1.35 -0.87 -0.82
H -1.55 -1.29 0.92
H 2.92 -0.03 -0.58
H 1.62 -1.01 1.35

Entry 5:
Formula: C3H5N3O
Source: the Open Molecules 2025 dataset
Level of theory: ωB97M-V/def2-TZVPD

Results
HOMO ... -9.0 eV
Energy relative to the best compared isomer or geometry (same formula, charge and spin) ... 99.0 kcal per mole
Strongest force on any atom ... 0.0213 Eh/bohr
Frontier orbital gap ... 9.3 eV

Cartesian coordinates (Å):
N -1.79 -0.86 0.96
C -0.67 -1.59 1.09
N 0.32 -2.18 1.23
C 1.60 0.50 0.05
O 1.90 -0.53 -0.68
C 0.71 1.42 -0.70
N -0.56 1.37 -0.58
H -2.58 -1.38 0.62
H -1.60 0.02 0.45
H 2.41 -1.15 -0.14
H 1.25 2.22 -1.23
H -1.00 2.15 -1.06

Entry 6:
Formula: C3H5N3O
Source: the Open Molecules 2025 dataset
Level of theory: ωB97M-V/def2-TZVPD

Results
HOMO (alpha / beta) ... -7.2 / -7.2 eV
Energy relative to the best compared isomer or geometry (same formula, charge and spin) ... 107.0 kcal per mole
Strongest force on any atom ... 0.0873 Eh/bohr
Frontier orbital gap (alpha / beta) ... 7.4 / 7.4 eV

Cartesian coordinates (Å):
N -1.38 -0.73 1.14
C -0.35 -0.19 0.42
C -0.15 -0.36 -0.91
N 0.38 0.95 -1.38
C 1.34 0.78 -0.32
O 2.07 -0.17 -0.50
N 0.52 0.83 0.89
H -1.58 -0.45 2.08
H -2.13 -1.14 0.60
H -0.61 -1.08 -1.55
H 0.88 0.85 -2.26
H 1.00 0.71 1.78

Entry 7:
Formula: C3H5N3O
Source: the Open Molecules 2025 dataset
Level of theory: ωB97M-V/def2-TZVPD

Results
HOMO (alpha / beta) ... -10.2 / -10.3 eV
Energy relative to the best compared isomer or geometry (same formula, charge and spin) ... 145.7 kcal per mole
Strongest force on any atom ... 0.0995 Eh/bohr
Frontier orbital gap (alpha / beta) ... 7.9 / 8.3 eV

Cartesian coordinates (Å):
C -0.43 1.84 1.13
C -1.41 -1.47 -0.29
C 1.26 0.43 0.24
N -1.05 2.79 1.35
N -1.50 -0.19 0.01
N 0.26 0.78 1.12
O -0.85 -2.40 0.14
H -2.09 -1.42 -1.19
H 1.34 -0.75 0.25
H 1.09 0.82 -0.86
H 2.25 0.74 0.45
H -2.02 0.58 -0.17

Entry 8:
Formula: C3H5N3O
Source: the Open Molecules 2025 dataset
Level of theory: ωB97M-V/def2-TZVPD

Results
HOMO ... -9.4 eV
Energy relative to the best compared isomer or geometry (same formula, charge and spin) ... 68.7 kcal per mole
Strongest force on any atom ... 0.0151 Eh/bohr
Structure (SMILES) ... [H]/N=C/N=C=NCO
Frontier orbital gap ... 10.2 eV

Cartesian coordinates (Å):
H 3.48 0.30 -0.64
N 2.48 0.15 -0.53
C 2.19 -0.33 0.61
N 0.86 -0.60 0.89
C 0.13 -0.26 -0.04
N -0.65 0.04 -0.91
C -2.00 -0.13 -0.31
O -2.37 0.98 0.44
H 2.86 -0.58 1.42
H -2.63 -0.33 -1.17
H -2.02 -0.98 0.38
H -2.33 1.75 -0.14